{
  "formula": "C57H132As3F18N3O2P2",
  "method": "ωB97M-V/def2-TZVPD",
  "symbols": ["C", "C", "C", "C", "P", "C", "C", "C", "C", "C", "C", "C", "C", "C", "C", "C", "C", "H", "H", "H", "H", "H", "H", "H", "H", "H", "H", "H", "H", "H", "H", "H", "H", "H", "H", "H", "H", "H", "H", "H", "H", "H", "H", "H", "H", "H", "H", "H", "H", "H", "H", "H", "H", "C", "C", "C", "C", "P", "C", "C", "C", "C", "C", "C", "C", "C", "C", "C", "C", "C", "H", "H", "H", "H", "H", "H", "H", "H", "H", "H", "H", "H", "H", "H", "H", "H", "H", "H", "H", "H", "H", "H", "H", "H", "H", "H", "H", "H", "H", "H", "H", "H", "H", "H", "H", "H", "C", "C", "N", "C", "C", "C", "C", "C", "O", "C", "H", "H", "H", "H", "H", "H", "H", "H", "H", "H", "H", "H", "H", "H", "H", "H", "H", "H", "H", "H", "C", "C", "N", "C", "C", "C", "C", "C", "O", "C", "H", "H", "H", "H", "H", "H", "H", "H", "H", "H", "H", "H", "H", "H", "H", "H", "H", "H", "H", "H", "C", "C", "C", "C", "N", "C", "C", "C", "C", "C", "H", "H", "H", "H", "H", "H", "H", "H", "H", "H", "H", "H", "H", "H", "H", "H", "H", "H", "H", "H", "As", "F", "F", "F", "F", "F", "F", "As", "F", "F", "F", "F", "F", "F", "As", "F", "F", "F", "F", "F", "F"],
  "coordinates": [[-1.22, -16.42, 2.87], [-1.37, -15.02, 2.41], [-1.57, -14.12, 3.59], [-1.79, -12.64, 3.10], [-2.23, -11.37, 4.33], [-3.67, -12.00, 5.31], [-4.83, -12.48, 4.45], [-5.82, -11.34, 4.10], [-6.10, -11.35, 2.60], [-0.94, -11.01, 5.47], [-1.29, -9.81, 6.40], [-0.05, -9.39, 7.23], [0.79, -8.25, 6.64], [-2.46, -9.84, 3.37], [-1.16, -9.19, 2.80], [-1.30, -7.64, 2.73], [-0.06, -6.95, 2.39], [-2.02, -16.87, 3.47], [-0.35, -16.36, 3.53], [-0.92, -17.08, 2.06], [-2.27, -14.99, 1.80], [-0.39, -14.75, 2.01], [-0.80, -14.11, 4.36], [-2.49, -14.51, 4.03], [-2.45, -12.57, 2.23], [-0.84, -12.21, 2.79], [-4.09, -11.33, 6.06], [-3.30, -12.92, 5.77], [-5.28, -13.34, 4.94], [-4.50, -13.14, 3.65], [-5.54, -10.38, 4.53], [-6.76, -11.48, 4.64], [-5.94, -12.34, 2.17], [-5.42, -10.61, 2.18], [-7.10, -11.00, 2.34], [-0.14, -10.77, 4.78], [-0.75, -11.92, 6.03], [-2.08, -10.06, 7.11], [-1.52, -8.93, 5.80], [0.70, -10.17, 7.40], [-0.42, -9.07, 8.20], [1.19, -8.52, 5.66], [1.71, -8.00, 7.17], [0.21, -7.35, 6.40], [-2.98, -9.06, 3.94], [-3.13, -10.10, 2.55], [-0.84, -9.53, 1.82], [-0.29, -9.48, 3.40], [-1.65, -7.28, 3.69], [-2.07, -7.38, 2.01], [0.43, -6.86, 3.35], [-0.32, -5.97, 1.97], [0.63, -7.46, 1.71], [-0.37, 0.48, 15.35], [-0.96, 0.31, 13.95], [-1.38, 1.73, 13.43], [-1.89, 1.70, 12.01], [-2.26, 3.35, 11.22], [-3.92, 3.79, 11.67], [-4.51, 4.98, 10.85], [-5.47, 4.44, 9.74], [-6.77, 3.72, 10.17], [-1.03, 4.50, 11.88], [-1.33, 5.08, 13.36], [-0.23, 5.91, 14.06], [0.74, 5.20, 14.94], [-2.10, 3.37, 9.31], [-0.57, 3.21, 8.98], [-0.14, 2.73, 7.63], [1.39, 2.72, 7.38], [-0.26, -0.47, 15.86], [-0.86, 1.03, 16.15], [0.61, 0.92, 15.14], [-1.77, -0.41, 13.93], [-0.23, -0.28, 13.39], [-0.60, 2.47, 13.51], [-2.23, 2.11, 14.00], [-2.79, 1.09, 12.04], [-1.15, 1.33, 11.30], [-3.71, 4.05, 12.70], [-4.52, 2.87, 11.64], [-3.74, 5.56, 10.33], [-5.02, 5.68, 11.50], [-4.92, 3.85, 9.01], [-5.67, 5.44, 9.34], [-7.48, 4.42, 10.62], [-6.66, 2.76, 10.67], [-7.42, 3.42, 9.34], [-0.78, 5.38, 11.28], [-0.12, 3.92, 12.08], [-1.79, 4.45, 14.11], [-2.17, 5.76, 13.20], [-0.68, 6.65, 14.74], [0.19, 6.59, 13.32], [0.36, 4.77, 15.87], [1.45, 6.00, 15.13], [1.30, 4.44, 14.38], [-2.42, 4.39, 9.07], [-2.68, 2.55, 8.89], [-0.21, 2.50, 9.73], [-0.25, 4.20, 9.28], [-0.78, 3.16, 6.85], [-0.41, 1.67, 7.69], [1.84, 2.60, 6.39], [1.83, 1.96, 8.02], [1.82, 3.71, 7.55], [11.98, 5.10, -3.72], [10.63, 5.88, -3.55], [10.63, 7.34, -4.11], [11.05, 7.26, -5.64], [9.18, 7.89, -4.02], [9.03, 9.37, -4.38], [11.56, 8.14, -3.12], [12.40, 9.25, -3.74], [13.13, 8.69, -4.84], [14.14, 9.45, -5.53], [12.34, 5.04, -4.74], [11.77, 4.10, -3.34], [12.78, 5.63, -3.20], [10.50, 6.00, -2.47], [9.80, 5.40, -4.07], [11.01, 8.27, -6.07], [10.43, 6.52, -6.14], [12.04, 6.86, -5.84], [8.84, 7.81, -2.99], [8.59, 7.26, -4.69], [9.45, 9.69, -5.33], [9.52, 10.02, -3.65], [7.97, 9.61, -4.37], [12.23, 7.42, -2.64], [10.90, 8.61, -2.39], [13.08, 9.70, -3.02], [11.92, 10.11, -4.20], [13.76, 10.44, -5.29], [14.21, 9.32, -6.61], [15.16, 9.28, -5.18], [-7.04, 2.90, -0.15], [-7.05, 3.07, -1.69], [-5.68, 2.53, -2.34], [-4.51, 3.43, -1.81], [-5.32, 1.11, -1.93], [-6.54, 0.14, -2.02], [-5.60, 2.58, -3.87], [-6.16, 3.92, -4.48], [-5.49, 5.06, -3.92], [-5.63, 6.30, -4.72], [-7.97, 3.35, 0.20], [-6.17, 3.30, 0.36], [-7.06, 1.85, 0.14], [-7.21, 4.10, -2.01], [-7.83, 2.47, -2.16], [-4.34, 2.98, -0.83], [-4.76, 4.49, -1.78], [-3.65, 3.34, -2.47], [-4.96, 1.06, -0.90], [-4.44, 0.73, -2.45], [-7.54, 0.56, -1.97], [-6.40, -0.56, -1.19], [-6.44, -0.42, -2.95], [-6.23, 1.80, -4.30], [-4.56, 2.32, -4.06], [-7.25, 3.96, -4.47], [-6.04, 3.94, -5.56], [-4.90, 7.05, -4.41], [-6.61, 6.76, -4.60], [-5.21, 6.26, -5.73], [-1.71, 1.08, -18.07], [-2.33, 2.17, -17.09], [-1.32, 2.43, -16.00], [-1.79, 3.34, -14.85], [-0.63, 3.72, -13.92], [-1.28, 4.36, -12.64], [-0.21, 5.36, -12.10], [0.64, 5.79, -13.34], [0.24, 4.81, -14.50], [0.13, 2.51, -13.32], [-1.02, 1.44, -18.83], [-2.54, 0.54, -18.53], [-1.17, 0.25, -17.60], [-3.13, 1.71, -16.50], [-2.72, 3.05, -17.60], [-0.43, 2.90, -16.40], [-0.93, 1.58, -15.44], [-2.55, 2.85, -14.25], [-2.00, 4.33, -15.27], [-1.84, 3.65, -12.02], [-1.98, 5.02, -13.16], [0.40, 4.96, -11.29], [-0.66, 6.22, -11.61], [1.69, 5.75, -13.04], [0.44, 6.81, -13.66], [1.12, 4.35, -14.95], [-0.34, 5.43, -15.19], [0.90, 2.97, -12.69], [0.79, 2.07, -14.07], [-0.69, 1.94, -12.89], [3.38, -0.14, -5.57], [3.41, 0.32, -3.79], [4.29, 1.39, -5.83], [3.47, -0.55, -7.29], [2.50, -1.64, -5.35], [1.91, 0.81, -5.76], [4.90, -1.07, -5.38], [10.54, 0.22, -10.34], [10.76, 0.00, -12.03], [11.95, 1.35, -10.20], [10.27, 0.34, -8.54], [9.12, -0.86, -10.55], [11.67, -1.09, -10.10], [9.41, 1.58, -10.61], [-4.95, -3.03, -10.05], [-4.70, -4.74, -9.77], [-3.93, -3.01, -11.52], [-5.22, -1.19, -10.25], [-5.85, -3.03, -8.56], [-3.44, -2.64, -9.14], [-6.48, -3.30, -10.89]],
  "total_charge": 2,
  "total_energy_ha": -11752.74904
}

{
  "formula": "C57H138N14O9",
  "method": "ωB97M-V/def2-TZVPD",
  "symbols": ["C", "C", "N", "C", "C", "C", "C", "H", "H", "H", "H", "H", "H", "H", "H", "H", "H", "H", "H", "H", "H", "H", "C", "C", "N", "C", "C", "C", "C", "H", "H", "H", "H", "H", "H", "H", "H", "H", "H", "H", "H", "H", "H", "H", "C", "C", "N", "C", "C", "C", "C", "H", "H", "H", "H", "H", "H", "H", "H", "H", "H", "H", "H", "H", "H", "H", "C", "C", "N", "C", "C", "C", "C", "H", "H", "H", "H", "H", "H", "H", "H", "H", "H", "H", "H", "H", "H", "H", "C", "C", "N", "C", "C", "C", "C", "H", "H", "H", "H", "H", "H", "H", "H", "H", "H", "H", "H", "H", "H", "H", "C", "C", "O", "N", "C", "H", "H", "H", "H", "H", "H", "H", "C", "C", "O", "N", "C", "H", "H", "H", "H", "H", "H", "H", "C", "C", "O", "N", "C", "H", "H", "H", "H", "H", "H", "H", "C", "C", "O", "N", "C", "H", "H", "H", "H", "H", "H", "H", "C", "C", "O", "N", "C", "H", "H", "H", "H", "H", "H", "H", "C", "C", "O", "N", "C", "H", "H", "H", "H", "H", "H", "H", "C", "C", "O", "N", "C", "H", "H", "H", "H", "H", "H", "H", "C", "C", "O", "N", "C", "H", "H", "H", "H", "H", "H", "H", "C", "C", "O", "N", "C", "H", "H", "H", "H", "H", "H", "H"],
  "coordinates": [[-26.37, -5.84, -15.95], [-25.08, -5.18, -15.53], [-24.31, -5.90, -14.47], [-23.86, -7.20, -14.88], [-23.56, -8.12, -13.72], [-23.19, -5.13, -13.92], [-23.68, -3.96, -13.14], [-26.93, -6.16, -15.08], [-26.22, -6.73, -16.56], [-26.96, -5.16, -16.57], [-24.49, -5.13, -16.44], [-25.34, -4.15, -15.24], [-24.64, -7.75, -15.40], [-23.02, -7.08, -15.56], [-22.60, -7.82, -13.30], [-24.38, -8.10, -13.00], [-23.37, -9.13, -14.06], [-22.47, -4.83, -14.69], [-22.67, -5.67, -13.12], [-22.89, -3.46, -12.57], [-24.42, -4.20, -12.38], [-24.11, -3.16, -13.74], [-27.62, 5.66, -11.40], [-27.43, 4.32, -12.06], [-28.30, 3.29, -11.39], [-29.77, 3.45, -11.64], [-30.57, 2.39, -10.97], [-27.80, 1.96, -11.83], [-28.07, 1.60, -13.30], [-27.32, 5.65, -10.35], [-28.64, 5.98, -11.62], [-27.03, 6.44, -11.90], [-27.53, 4.32, -13.14], [-26.39, 4.08, -11.82], [-30.03, 4.44, -11.25], [-30.06, 3.52, -12.68], [-30.48, 1.39, -11.39], [-30.22, 2.36, -9.94], [-31.59, 2.79, -10.96], [-28.09, 1.20, -11.11], [-26.71, 2.00, -11.73], [-29.13, 1.44, -13.48], [-27.58, 0.66, -13.54], [-27.59, 2.27, -14.02], [-35.58, 3.76, -20.20], [-36.06, 2.67, -19.22], [-34.91, 2.08, -18.47], [-33.86, 1.42, -19.35], [-34.33, 0.22, -20.17], [-35.38, 1.30, -17.34], [-34.26, 0.81, -16.40], [-36.43, 4.20, -20.73], [-34.94, 3.36, -20.98], [-35.06, 4.58, -19.71], [-36.74, 3.06, -18.47], [-36.59, 1.92, -19.80], [-33.34, 2.09, -20.03], [-33.07, 1.09, -18.67], [-33.53, -0.07, -20.85], [-34.61, -0.64, -19.56], [-35.21, 0.53, -20.72], [-35.85, 0.39, -17.71], [-36.14, 1.84, -16.77], [-33.45, 1.49, -16.14], [-33.79, -0.12, -16.72], [-34.70, 0.56, -15.44], [-36.59, 0.43, -5.08], [-35.11, 0.14, -4.96], [-34.72, -1.23, -4.76], [-35.09, -2.17, -5.80], [-34.27, -1.95, -7.07], [-35.26, -1.69, -3.49], [-34.58, -3.05, -3.04], [-37.11, 0.37, -4.12], [-37.11, -0.24, -5.77], [-36.77, 1.44, -5.46], [-34.50, 0.54, -5.77], [-34.73, 0.75, -4.14], [-36.16, -2.16, -5.97], [-34.80, -3.18, -5.51], [-34.19, -2.85, -7.68], [-33.23, -1.70, -6.87], [-34.71, -1.08, -7.55], [-35.10, -0.92, -2.73], [-36.34, -1.81, -3.54], [-34.84, -3.30, -2.01], [-34.88, -3.83, -3.73], [-33.51, -2.93, -3.22], [-22.76, 12.89, -9.86], [-21.25, 12.92, -9.89], [-20.77, 13.70, -8.66], [-21.15, 15.15, -8.68], [-21.18, 15.81, -7.28], [-19.37, 13.56, -8.31], [-19.01, 12.10, -7.98], [-23.18, 13.80, -10.31], [-23.17, 12.83, -8.85], [-23.03, 11.96, -10.35], [-20.85, 11.91, -9.78], [-20.89, 13.27, -10.85], [-20.50, 15.71, -9.35], [-22.15, 15.28, -9.10], [-20.20, 15.80, -6.81], [-21.49, 16.85, -7.35], [-21.87, 15.31, -6.59], [-19.14, 14.04, -7.36], [-18.75, 14.08, -9.04], [-19.77, 11.66, -7.33], [-17.99, 12.04, -7.60], [-19.02, 11.54, -8.92], [-26.27, -8.56, -8.28], [-27.39, -7.69, -8.78], [-28.58, -8.08, -8.65], [-27.07, -6.65, -9.54], [-28.05, -5.82, -10.17], [-25.86, -8.28, -7.31], [-25.46, -8.61, -9.01], [-26.61, -9.59, -8.20], [-26.12, -6.60, -9.87], [-28.98, -6.29, -10.46], [-27.60, -5.44, -11.09], [-28.10, -4.99, -9.45], [-21.17, 5.52, -9.44], [-20.02, 4.71, -8.84], [-19.30, 5.14, -7.94], [-19.82, 3.48, -9.36], [-18.85, 2.56, -8.88], [-21.26, 6.53, -9.04], [-22.14, 5.02, -9.35], [-21.02, 5.63, -10.51], [-20.38, 3.19, -10.14], [-18.72, 2.86, -7.84], [-17.90, 2.65, -9.39], [-19.22, 1.55, -9.07], [-22.47, 1.63, -16.20], [-22.62, 2.89, -15.36], [-22.33, 2.90, -14.18], [-23.14, 3.99, -15.90], [-23.66, 4.11, -17.27], [-22.08, 0.80, -15.61], [-21.83, 1.73, -17.08], [-23.46, 1.36, -16.56], [-23.30, 4.76, -15.26], [-24.40, 3.33, -17.42], [-22.96, 4.07, -18.11], [-24.35, 4.95, -17.34], [-23.44, 11.34, -15.94], [-22.39, 10.32, -15.48], [-22.78, 9.35, -14.84], [-21.07, 10.45, -15.77], [-20.40, 11.63, -16.28], [-24.43, 10.90, -16.02], [-23.02, 11.57, -16.92], [-23.44, 12.28, -15.37], [-20.42, 9.77, -15.40], [-21.06, 12.47, -16.49], [-20.00, 11.43, -17.28], [-19.56, 11.98, -15.69], [-28.86, 4.38, -6.31], [-27.63, 3.56, -5.91], [-27.36, 3.44, -4.69], [-26.87, 3.02, -6.86], [-25.71, 2.26, -6.61], [-29.76, 3.77, -6.18], [-28.77, 4.82, -7.30], [-28.85, 5.26, -5.67], [-27.05, 3.11, -7.85], [-24.75, 2.73, -6.81], [-25.62, 1.54, -7.42], [-25.76, 1.65, -5.71], [-25.28, 8.67, -4.85], [-25.87, 8.82, -3.49], [-25.66, 7.92, -2.66], [-26.68, 9.79, -3.18], [-27.23, 10.81, -4.11], [-24.60, 7.81, -4.78], [-24.71, 9.51, -5.26], [-25.99, 8.45, -5.65], [-27.11, 9.87, -2.26], [-27.44, 10.26, -5.03], [-26.50, 11.60, -4.32], [-28.11, 11.27, -3.66], [-38.21, 2.32, -10.61], [-38.21, 3.73, -10.09], [-37.15, 4.24, -9.76], [-39.40, 4.30, -10.01], [-39.59, 5.69, -9.60], [-37.31, 1.76, -10.36], [-38.24, 2.44, -11.69], [-39.13, 1.79, -10.34], [-40.21, 3.78, -10.33], [-40.61, 5.86, -9.25], [-39.33, 6.38, -10.40], [-39.03, 5.90, -8.69], [-30.39, 11.37, -10.74], [-31.36, 10.75, -9.76], [-31.44, 11.17, -8.57], [-32.10, 9.81, -10.34], [-33.13, 9.06, -9.57], [-29.45, 10.83, -10.59], [-30.14, 12.42, -10.57], [-30.63, 11.13, -11.77], [-32.04, 9.61, -11.32], [-32.90, 8.00, -9.61], [-34.06, 9.12, -10.15], [-33.27, 9.41, -8.55], [-28.94, -1.68, -4.29], [-27.72, -1.85, -3.42], [-27.46, -1.05, -2.54], [-26.92, -2.89, -3.60], [-26.90, -3.84, -4.67], [-29.69, -1.07, -3.78], [-29.38, -2.61, -4.63], [-28.58, -1.11, -5.15], [-26.23, -2.97, -2.87], [-27.90, -4.13, -4.98], [-26.44, -4.76, -4.29], [-26.40, -3.48, -5.57]],
  "total_energy_ha": -3698.22128
}